Entry 1:
Density functional theory data (the ωB97M-V functional and the def2-TZVPD basis) for an isolated molecule of C5H10O.

XYZ file:
```
16
Properties=species:S:1:pos:R:3:forces:R:3:nbo_charge:R:1
C 1.5973 -0.3035 -0.7412 0.0 -0.1 0.0 -0.61
C 0.7825 0.7951 -0.0601 0.0 0.1 0.0 -0.42
C -0.1852 0.2896 1.0370 0.5 0.1 0.3 -0.40
C -1.9620 -0.0678 1.1687 0.0 0.0 -0.4 -0.37
C -1.4119 -0.5896 0.0223 -0.1 -0.1 0.2 0.15
O -1.6117 -0.0873 -1.2317 -0.2 -0.1 -0.3 -0.69
H 0.9664 -1.0562 -1.2251 0.1 0.0 0.0 0.18
H 2.2308 -0.8289 -0.0175 -0.1 0.1 -0.1 0.21
H 2.2536 0.1063 -1.5140 -0.1 0.0 0.1 0.22
H 1.4858 1.4710 0.4429 -0.1 -0.1 -0.1 0.21
H 0.2454 1.3986 -0.8002 0.0 -0.1 0.1 0.22
H 0.2949 -0.4656 1.6548 0.0 0.0 0.0 0.22
H -0.4214 1.1500 1.6664 0.0 -0.1 0.0 0.27
H -2.4798 0.8605 0.9008 0.0 0.2 0.1 0.16
H -0.9557 -1.5763 0.0342 0.1 -0.1 -0.1 0.18
H -1.1610 -0.6297 -1.8931 0.0 0.1 0.1 0.48
```
Positions in Å, forces in eV/Å.

Properties
Gap between HOMO and LUMO: 8.875 eV
Energy above the lowest of the compared OMol25 structures with the same formula, charge and spin: 94.8 kcal per mole
LUMO energy: 0.027 hartree

Entry 2:
Density functional theory data (the ωB97M-V functional and the def2-TZVPD basis) for a structure of composition C11H28InO4S.

XYZ file:
```
45
Properties=species:S:1:pos:R:3:forces:R:3:mulliken_charge:R:1
C -2.9655 -0.8998 -2.2190 -0.2 0.0 0.0 -0.67
O -1.6243 -0.9064 -1.8163 0.1 0.0 0.0 -0.32
C -1.4251 -0.2133 -0.6012 0.0 0.0 0.0 0.24
C -0.0026 -0.4233 -0.1281 0.0 0.0 0.0 0.82
C 0.2952 0.3264 1.1814 0.0 0.0 0.0 -0.24
C 0.8412 -0.5519 2.3098 0.0 -0.1 0.0 -0.81
C -0.2360 -1.4495 2.9485 -0.1 0.0 0.0 -0.97
In -0.3579 -3.5311 2.2234 0.2 0.0 0.0 0.76
S -2.9349 -3.9549 2.1985 -0.1 0.0 0.0 0.71
C -3.7057 -2.3645 2.5686 0.0 0.0 0.0 -0.85
O -3.3993 -4.8256 3.2924 0.0 0.0 0.0 -0.67
O -3.4461 -4.2718 0.8528 0.0 0.0 0.0 -0.67
H -3.3051 0.1119 -2.4843 0.0 0.0 0.0 0.28
H -3.0550 -1.5476 -3.0894 0.0 0.0 0.0 0.26
H -3.6250 -1.2852 -1.4321 0.0 0.0 0.0 0.24
H -2.1294 -0.5866 0.1576 0.0 0.0 0.0 -0.39
H -1.6449 0.8580 -0.7438 0.0 0.0 0.0 0.33
H 0.6806 -0.0833 -0.9097 0.0 0.0 0.0 -0.55
H 0.1500 -1.4983 -0.0123 0.0 0.0 0.0 -0.08
H 0.9910 1.1401 0.9598 0.0 0.0 0.0 -0.17
H -0.6233 0.8002 1.5522 0.0 0.0 0.0 0.40
H 1.2966 0.1011 3.0649 -0.1 0.0 0.0 0.36
H 1.6695 -1.1493 1.9060 0.0 0.0 0.0 0.31
H -1.2097 -0.9597 2.8403 0.0 0.0 0.0 0.23
H -0.0689 -1.5312 4.0267 0.0 0.0 0.0 0.48
H 0.2999 -4.6931 3.3510 -0.1 0.0 0.0 -0.38
H 0.1713 -3.7671 0.5758 0.0 0.0 0.0 -0.37
H -3.4431 -2.0683 3.5841 0.0 0.0 0.0 0.29
H -3.3609 -1.6237 1.8471 0.0 0.0 0.0 0.08
H -4.7801 -2.5258 2.4748 0.0 0.0 0.0 0.35
C 1.8629 4.5569 -2.0143 0.0 0.0 0.0 -1.13
C 2.3213 3.5408 -0.9812 0.0 0.0 0.0 -0.36
O 1.9940 2.2043 -1.3041 0.0 0.0 0.0 -0.29
C 2.5499 1.6906 -2.5012 0.0 0.0 0.0 -0.27
C 4.0688 1.6686 -2.5158 0.0 0.0 0.0 -1.17
H 0.7906 4.4646 -2.1915 0.0 0.0 0.0 0.31
H 2.0685 5.5657 -1.6514 0.0 0.0 0.0 0.40
H 2.3819 4.4369 -2.9662 0.0 0.0 0.0 0.28
H 1.8164 3.7226 -0.0318 0.0 0.0 0.0 0.32
H 3.3980 3.6465 -0.8005 0.0 0.0 0.0 0.34
H 2.1696 2.2383 -3.3718 0.0 0.0 0.0 0.28
H 2.1621 0.6742 -2.5664 0.0 0.0 0.0 0.33
H 4.4964 2.6724 -2.5005 0.0 0.0 0.0 0.28
H 4.4164 1.1760 -3.4255 0.0 0.0 0.0 0.40
H 4.4505 1.1152 -1.6570 0.0 0.0 0.0 0.31
```
Positions in Å, forces in eV/Å.

Properties
Gap between HOMO and LUMO: 7.108 eV
Charge: -1
LUMO energy: 0.092 hartree

Entry 3:
Density functional theory data (the ωB97M-V functional and the def2-TZVPD basis) for a structure of composition C24H69N3O13PS.

XYZ file:
```
111
Properties=species:S:1:pos:R:3:forces:R:3:mulliken_charge:R:1
C -1.0403 -3.4096 0.9410 0.1 0.3 0.2 -0.30
C -0.0684 -2.7099 0.8334 -0.2 0.3 -1.2 -0.68
C 0.8987 -1.6757 0.3860 -0.2 0.1 1.7 0.35
C 0.3697 -0.3015 0.8957 -0.2 -0.5 0.0 -1.20
C -0.9246 0.1669 0.2213 -0.2 -0.3 0.7 -0.77
N -0.7841 0.5893 -1.1967 -0.2 0.3 0.9 1.70
C 0.5255 1.1783 -1.5614 0.6 0.6 -0.5 -0.67
C 0.5343 1.9348 -2.8772 -0.4 -0.3 0.2 -0.37
C 1.4539 1.6719 -3.7799 0.3 -0.1 -0.4 -0.98
C -1.8959 1.2252 -1.7257 -1.1 -0.8 -1.0 -0.88
N -2.3306 2.4005 -1.3521 0.6 0.0 0.9 0.18
C -1.6675 3.2353 -0.3617 -0.8 1.3 0.4 -0.36
O -1.2754 4.4506 -0.9453 1.3 -0.3 -0.4 -0.26
O -2.4415 5.1171 -1.3623 -1.3 0.1 0.3 -0.38
N -2.6326 0.5779 -2.7104 1.7 0.6 0.0 -0.34
S -2.8198 1.5776 -4.1579 -1.4 0.1 -0.7 -0.10
P -1.7184 -0.8859 -3.3468 2.3 -0.6 -1.2 0.22
C -1.8604 -2.2770 -2.1366 -0.5 0.2 -0.6 -1.12
C -2.6807 -1.4953 -4.8208 -1.6 -0.1 1.0 -0.77
C -4.1483 -1.9007 -4.4248 0.6 0.3 0.4 -0.98
H -1.9615 -3.9321 1.0379 0.1 -0.3 0.2 0.47
H 1.0305 -1.6842 -0.6975 0.2 -0.2 0.1 0.25
H 1.8285 -1.8537 0.9529 0.1 0.0 -0.7 0.02
H 0.1110 -0.4824 1.9457 0.0 0.2 -0.1 0.74
H 1.1585 0.4550 0.9205 -0.1 -0.1 -0.2 0.30
H -1.3735 0.9321 0.8782 0.2 0.1 -0.4 0.25
H -1.6291 -0.6736 0.2561 0.1 0.1 -0.1 0.29
H 0.9473 1.8229 -0.7741 -0.4 -0.1 0.1 0.48
H 1.2250 0.3466 -1.6854 -0.1 0.1 0.1 0.39
H -0.1884 2.7087 -3.1260 -0.2 -0.2 0.4 0.35
H 1.4159 2.0763 -4.7973 0.4 0.0 0.6 0.29
H 2.2524 0.9937 -3.4812 -0.1 -0.1 -0.5 0.28
H -3.1795 2.7812 -1.7602 0.0 -0.1 0.1 0.47
H -0.7787 2.8033 0.0864 0.0 -0.1 -0.5 0.27
H -2.3554 3.4862 0.4579 -0.2 -0.4 -0.3 0.48
H -2.2956 5.3742 -2.2840 0.5 -0.1 0.1 0.33
H -2.2026 2.7577 -3.9155 0.2 -0.5 0.5 0.03
H -2.4365 -2.0301 -1.2432 0.1 -0.2 -0.1 0.32
H -0.8384 -2.5661 -1.8898 -0.1 0.3 0.3 0.24
H -2.2881 -3.1442 -2.6535 -0.2 0.2 0.2 0.49
H -2.6357 -0.7780 -5.6414 0.0 0.0 0.2 0.54
H -2.1734 -2.4000 -5.1745 0.4 0.3 0.3 0.45
H -4.9228 -1.3656 -4.9774 0.1 -0.3 -0.2 0.29
H -4.2992 -1.6542 -3.3652 -0.2 0.0 -0.2 0.29
H -4.2743 -2.9839 -4.4797 -0.2 0.2 -0.3 0.32
C 3.5073 -3.0423 3.7691 0.0 -0.1 -0.1 -0.65
O 3.8652 -2.4299 2.5292 -0.1 0.0 -0.3 -0.25
H 3.3848 -4.1130 3.6092 0.1 0.0 -0.2 0.28
H 4.2935 -2.8752 4.5045 -0.1 -0.1 0.1 0.30
H 2.5720 -2.6177 4.1227 0.0 -0.1 0.2 0.17
H 3.9685 -1.4864 2.6991 0.1 0.0 0.0 0.18
C 6.4035 -0.7606 1.1926 -0.3 0.1 -0.2 -0.26
O 5.5786 0.2736 1.7433 -0.1 -0.1 0.2 -0.47
H 7.1906 -0.9947 1.9038 -0.1 0.1 0.1 0.23
H 5.8023 -1.6536 1.0132 0.2 -0.1 0.0 -0.07
H 6.8529 -0.4208 0.2568 0.1 -0.1 0.0 0.32
H 4.8923 0.4620 1.0976 0.0 0.0 0.0 0.27
C 2.4616 -0.2728 6.5627 0.2 0.1 -0.4 -0.57
O 2.9481 -0.6872 5.2868 0.1 -0.2 0.2 -0.31
H 1.9369 -1.1079 7.0206 0.1 -0.1 0.0 0.22
H 3.2978 0.0213 7.2034 -0.1 0.0 0.1 0.30
H 1.7770 0.5627 6.4430 0.0 0.0 0.2 0.12
H 3.4055 0.0659 4.9004 -0.3 0.1 0.0 0.20
C 1.7544 2.9644 4.2652 0.2 0.0 -0.1 -0.67
O 2.5933 1.8646 3.9075 0.1 0.0 -0.2 -0.33
H 0.8159 2.5690 4.6434 0.1 -0.1 0.1 0.16
H 2.2262 3.5638 5.0441 -0.2 0.1 0.0 0.31
H 1.5577 3.5889 3.3884 -0.1 0.1 0.1 0.30
H 3.4205 2.2302 3.5768 0.0 0.0 0.0 0.24
C -5.7268 3.2463 -6.4718 0.1 -0.3 0.1 -0.61
O -6.1740 2.3807 -5.4287 0.0 0.2 0.1 -0.51
H -6.5710 3.8450 -6.8030 0.0 0.0 0.1 0.29
H -4.9377 3.9105 -6.1033 0.0 0.1 -0.1 0.24
H -5.3487 2.6613 -7.3133 0.0 0.1 -0.1 0.32
H -5.4180 1.8585 -5.1456 0.0 -0.1 0.1 0.29
C 0.0679 2.3784 8.4094 0.2 0.2 0.0 -0.57
O 1.1655 2.4474 7.4951 -0.2 0.2 0.0 -0.40
H -0.8000 2.0026 7.8751 0.1 -0.1 0.0 0.17
H 0.3023 1.6983 9.2306 -0.2 0.0 0.0 0.26
H -0.1553 3.3717 8.8068 -0.1 0.0 0.1 0.30
H 1.9236 2.7791 7.9846 0.0 0.0 0.0 0.25
C -6.9173 5.8745 -3.4535 0.1 -0.4 -0.2 -0.47
O -7.5230 4.6363 -3.7994 0.1 0.2 0.1 -0.46
H -7.6982 6.5640 -3.1430 0.0 0.0 0.0 0.24
H -6.2129 5.7370 -2.6258 0.0 0.2 0.0 0.17
H -6.3910 6.2958 -4.3160 0.0 0.2 0.1 0.24
H -6.8203 4.0356 -4.0734 -0.2 -0.2 -0.1 0.29
C 4.5491 -4.9777 -0.1340 -0.3 0.2 0.2 -0.25
O 3.6042 -4.6617 -1.1588 -0.1 -0.1 -0.1 -0.50
H 5.5063 -5.2038 -0.5964 -0.1 0.0 -0.1 0.28
H 4.6636 -4.1229 0.5368 0.1 -0.1 0.1 -0.02
H 4.2048 -5.8499 0.4280 0.2 0.0 0.1 0.18
H 2.7695 -4.4665 -0.7226 0.0 0.1 0.0 0.26
C 1.3043 -7.3882 0.8435 0.2 0.2 -0.3 -0.38
O 1.7826 -7.7853 -0.4359 -0.1 0.0 0.1 -0.51
H 0.7861 -8.2272 1.3008 0.0 0.0 -0.1 0.28
H 2.1444 -7.0961 1.4807 -0.1 0.0 0.2 0.20
H 0.6079 -6.5505 0.7356 0.0 0.0 0.2 0.11
H 2.2344 -7.0247 -0.8174 0.1 -0.1 -0.1 0.31
C -0.9497 -1.0146 6.4207 -0.3 -0.2 0.3 -0.35
O -1.5799 -0.4874 7.5840 0.1 0.1 -0.1 -0.49
H -0.4748 -0.1972 5.8827 0.0 0.0 0.1 -0.02
H -0.1902 -1.7434 6.7089 0.0 0.0 -0.2 0.25
H -1.6924 -1.4889 5.7727 0.1 0.0 -0.1 0.35
H -1.9925 -1.2210 8.0480 0.0 0.1 0.0 0.27
C 2.5800 1.0218 -7.4845 -0.2 0.1 -0.1 -0.59
O 1.7800 2.0489 -6.8951 0.0 0.0 -0.1 -0.48
H 3.3655 0.7553 -6.7819 0.0 0.1 0.0 0.24
H 1.9701 0.1401 -7.6932 0.1 -0.1 0.0 0.26
H 3.0330 1.3813 -8.4099 0.1 -0.1 0.0 0.28
H 1.0922 2.2727 -7.5282 0.0 0.1 0.0 0.27
```
Positions in Å, forces in eV/Å.

Properties
Gap between HOMO and LUMO: 7.328 eV
Charge: +1
LUMO energy: -0.142 hartree

Entry 4:
Density functional theory data (the ωB97M-V functional and the def2-TZVPD basis) for a structure of composition C14H18BClN8O4RuS2.

XYZ file:
```
49
Properties=species:S:1:pos:R:3:forces:R:3:nbo_charge:R:1
Ru 1.6182 -0.7817 -0.1441 0.6 -0.3 -0.2 0.55
C -4.5420 -1.0410 -0.2684 0.1 0.1 0.1 -0.41
N -4.1599 0.3648 -0.4078 0.3 -0.5 -0.1 -0.30
C -5.0157 1.4055 -0.6692 -0.2 0.3 0.0 -0.05
C -4.2738 2.5406 -0.6798 -0.2 -0.1 0.0 -0.02
N -2.9714 2.1894 -0.4641 0.4 -0.8 0.0 -0.45
B -1.7562 3.0854 -0.1323 0.0 0.4 0.1 0.15
N -0.5945 2.8037 -1.1688 -0.5 0.1 -0.1 -0.41
C -0.3476 3.3211 -2.4135 0.3 0.1 0.1 -0.01
C 0.8618 2.8452 -2.8307 -0.1 -0.1 0.1 -0.03
N 1.3193 2.0059 -1.8378 0.0 -0.1 -0.2 -0.30
C 2.5893 1.2977 -1.7808 0.1 -0.1 -0.1 -0.42
C 0.3917 1.9890 -0.8729 0.4 0.1 0.0 0.21
S 0.3638 0.9447 0.5216 -1.3 -0.6 -0.1 0.53
C -2.9145 0.8545 -0.3065 -0.3 1.2 0.1 0.24
S -1.4877 -0.1487 -0.1204 0.3 0.1 0.2 0.16
H -5.5593 -1.1574 -0.6276 0.0 0.0 0.0 0.25
H -4.4872 -1.3317 0.7792 0.0 0.0 0.0 0.23
H -3.8769 -1.6660 -0.8600 0.0 0.0 -0.1 0.22
H -6.0698 1.2550 -0.8198 0.0 -0.1 0.0 0.26
H -4.5798 3.5654 -0.7903 0.1 0.0 0.0 0.26
H -1.3808 2.6834 0.9335 0.2 0.3 0.0 -0.03
H -2.0153 4.2492 -0.1477 -0.2 0.0 -0.1 0.01
H -1.0178 4.0159 -2.8883 0.0 0.0 0.0 0.26
H 1.4237 3.0303 -3.7291 0.0 0.0 0.0 0.26
H 3.2087 1.5896 -2.6262 0.0 0.1 0.0 0.28
H 2.4608 0.2117 -1.9451 -0.1 0.0 0.1 0.22
H 3.1236 1.5510 -0.8674 0.0 0.0 0.0 0.24
N 3.3910 -1.3076 3.5316 0.0 0.0 0.0 -0.46
C 4.3489 -0.4021 3.1485 0.0 0.0 0.0 -0.03
C 4.0109 0.0068 1.8946 0.0 0.0 0.0 -0.07
N 2.8611 -0.6383 1.5157 0.0 0.1 0.1 -0.41
C 2.5125 -1.4277 2.5228 0.0 0.0 0.0 0.30
C 1.3314 -2.2308 2.3066 0.0 0.0 0.0 0.32
N 0.7342 -2.0611 1.1345 0.0 0.0 0.1 -0.37
C -0.3120 -2.9453 1.0683 0.1 -0.1 0.1 -0.06
C -0.3437 -3.6514 2.2309 0.0 0.0 0.0 -0.03
N 0.6984 -3.1894 2.9999 0.0 0.0 0.0 -0.46
H 3.3738 -1.7932 4.4149 0.0 0.0 0.0 0.45
H 5.1726 -0.1362 3.7865 0.0 0.0 0.0 0.26
H 4.5248 0.7032 1.2565 0.0 0.0 0.0 0.24
H -0.9452 -3.0183 0.2033 0.0 0.0 0.0 0.25
H -1.0013 -4.4303 2.5720 0.0 0.0 0.0 0.26
H 0.9345 -3.5303 3.9190 0.0 0.0 0.0 0.45
O 1.1538 -3.5792 -2.7837 0.1 -0.1 0.1 -0.70
Cl 1.6978 -2.3723 -2.3377 -0.2 0.1 0.0 2.51
O 2.4555 -2.5250 -1.0510 0.2 -0.1 -0.1 -0.79
O 2.5056 -1.7022 -3.2854 0.0 0.0 0.0 -0.75
O 0.5845 -1.4419 -1.8838 0.1 0.1 -0.1 -0.82
```
Positions in Å, forces in eV/Å.

Properties
Gap between HOMO and LUMO: 7.075 eV
Energy above the lowest of the compared OMol25 structures with the same formula, charge and spin: 17.7 kcal per mole
Charge: +2
LUMO energy: -0.269 hartree

Number 1: E -7390.65311 eV, HOMO level -8.1 eV. Number 2: E -36058.86257 eV, HOMO level -4.6 eV. Number 3: E -77200.29667 eV, HOMO level -11.2 eV. Number 4: E -72352.58142 eV, HOMO level -14.4 eV.